37
Properties=species:S:1:pos:R:3:forces:R:3 method="wB97M-V/def2-TZVPD" charge=-1 gap_ha=0.104 e_tot_ev=-74166.427 homo_ev=-3.01
Cl -6.15585 0.35943 1.13709 0.5943 0.2768 0.2415
B -4.54843 1.01459 1.84845 -0.8435 -1.3106 1.4865
Cl -4.85717 2.46531 2.97920 0.1286 0.1315 -0.4684
Cl -3.58373 -0.26223 2.79570 -0.2488 0.4466 -0.6107
O -3.76971 1.43702 0.64834 2.4121 1.4684 -1.0072
C -2.60254 1.95069 0.67710 -1.5728 -0.3426 0.0773
C -2.02260 2.56871 -0.50027 -0.0052 0.2013 -0.3440
C -0.83790 3.32144 -0.34611 -0.4014 -0.2963 -0.1049
C -0.20823 3.88574 -1.44548 -0.3530 -0.0994 -0.3480
C -0.77599 3.73013 -2.72127 -0.2901 -0.5701 1.0317
Cl 0.05569 4.34508 -4.09119 -0.0366 0.0883 -0.0979
C -1.99698 3.05431 -2.87888 0.1116 0.0584 0.1235
C -2.63028 2.49084 -1.77771 0.3221 0.2875 0.3156
H -2.03925 1.96492 1.62624 -0.3236 -0.0974 -0.2683
H -0.46233 3.49266 0.65902 0.2074 -0.1975 -0.1835
H 0.71810 4.43130 -1.33980 -0.0184 0.0340 0.0373
H -2.43124 2.97305 -3.87067 0.0274 0.0214 0.1776
H -3.61258 2.03788 -1.87565 0.2596 -0.1873 -0.0224
C 5.25572 -1.58884 0.39617 0.3106 0.0588 0.1080
C 3.83117 -2.03922 0.33923 0.0800 0.0643 -0.1694
C 3.01271 -1.89431 1.46284 -0.0246 -0.1871 -0.6324
C 1.67024 -2.22035 1.40036 0.7110 0.1224 -0.0510
C 1.08256 -2.67327 0.19166 1.0201 0.1545 0.3371
C -0.31084 -2.89335 0.11982 -1.0358 -0.6934 0.2519
N -1.12316 -2.98238 1.23392 -0.6729 -0.0388 -0.5324
O -2.29697 -3.46254 1.09631 0.9568 0.3906 -0.0666
O -0.75302 -2.57623 2.37528 -0.5766 -0.3726 -0.5161
C 1.96767 -2.92006 -0.90816 -0.8780 0.1331 0.5215
C 3.30494 -2.58603 -0.83864 0.1479 0.2928 0.4263
H 5.74657 -1.73341 -0.57108 0.0521 0.0428 0.1353
H 5.31694 -0.52479 0.66172 0.1084 -0.1429 -0.0701
H 5.81013 -2.15076 1.15822 0.0844 0.1112 -0.1185
H 3.43496 -1.49390 2.38748 -0.0722 -0.1401 -0.1623
H 1.04174 -2.15256 2.27295 0.1541 0.1924 -0.1644
H -0.76261 -3.26090 -0.80028 -0.0188 0.0303 0.4434
H 1.56589 -3.39497 -1.79669 -0.0342 0.1312 -0.0827
H 3.96636 -2.71300 -1.70521 -0.2822 -0.0627 0.3063

29
Properties=species:S:1:pos:R:3:forces:R:3 method="wB97M-V/def2-TZVPD" charge=+1 gap_ha="0.209 / 0.251" e_above_lowest_kcal_mol=0.0 e_tot_ev=-13613.921 multiplicity=3 homo_ev="-8.93 / -12.28"
C 1.11901 2.04970 0.50750 -3.2897 -3.1542 -0.4736
C 2.26469 1.43437 0.89377 0.3213 -3.0369 -0.8803
C -0.18667 1.41959 0.26575 2.4579 2.5702 -0.2856
C 2.47323 0.04160 0.68366 -0.4439 -1.8944 -0.1040
C -0.49023 0.15135 0.74494 0.4761 1.2726 -1.1443
C -2.66188 -0.26096 -0.07921 -3.7136 0.3516 -0.4291
C 1.96580 -0.63912 -0.46417 0.6312 -2.8521 -0.9168
C -2.42703 0.10042 -1.46966 1.7523 -2.0153 -0.2188
C 1.67469 -0.09428 -1.82735 0.3287 -1.2570 -0.5867
C -2.18521 -0.62862 2.19170 -1.9699 0.9124 0.4981
N -1.80163 -0.27288 0.83908 1.8450 -0.3265 1.4274
N 1.96236 -2.03102 -0.63649 0.7620 0.5650 0.3235
H 1.14790 3.05700 0.60936 -0.2984 3.1648 -0.3530
H 3.10347 1.99569 1.08938 1.6442 1.3000 1.3326
H -0.83753 2.11914 -0.27518 -0.3575 -0.6444 0.6737
H 2.95786 -0.67519 1.44520 -0.2608 1.4640 -1.1710
H 0.31213 -0.39528 1.16548 -0.2226 -0.6106 1.1751
H -3.71224 -0.55055 0.26058 1.4722 0.4741 -0.6931
H -3.18209 0.78492 -1.81942 0.0212 0.3053 -0.3347
H -2.60839 -0.93701 -1.93091 0.3568 1.5418 -0.2261
H -1.32773 0.41716 -1.56562 -1.9332 -0.3533 -0.4728
H 1.69907 0.94017 -1.67940 -0.6970 1.7319 -0.8732
H 0.76972 -0.60513 -2.30525 0.9006 1.3063 0.8263
H 2.53543 -0.38590 -2.50511 -0.7315 0.4639 0.8233
H -3.33390 -0.57476 2.16547 1.8464 -0.0957 0.8223
H -1.87261 -1.62149 2.37043 0.3041 -1.1303 0.4571
H -1.68174 0.07223 2.90395 -0.8312 -0.5887 -0.5929
H 2.43461 -2.61255 0.11275 -0.8819 0.5867 -1.8037
H 1.88889 -2.29856 -1.69124 0.5115 -0.0511 3.2001

108
Properties=species:S:1:pos:R:3:forces:R:3 method="wB97M-V/def2-TZVPD" charge=+3 gap_ha=0.253 e_above_lowest_kcal_mol=9.7 e_tot_ev=-152050.226 homo_ev=-13.95
Sc -0.81589 0.20504 1.36974 1.2265 0.2325 0.6663
C 0.61653 -0.79007 4.21215 0.1150 0.0116 -0.0061
C -0.82275 -0.42727 4.51553 -0.0366 0.0223 -0.0096
N -1.25704 0.73685 3.72129 -0.0804 0.0414 -0.2120
C -0.67570 2.00754 4.22384 -0.0796 -0.0586 0.0851
C -0.11068 2.83776 3.09034 0.0940 0.0382 -0.0742
N 0.60794 1.97325 2.13837 -0.1178 -0.0452 -0.0640
C 1.91854 1.49630 2.65341 -0.0141 0.1171 -0.0150
C 2.14412 0.00327 2.45826 0.0204 -0.0720 0.0342
N 0.91087 -0.76028 2.75306 -0.3080 -0.0375 -0.2746
H 0.84116 -1.77453 4.62304 -0.0116 -0.0068 0.0202
H 1.29415 -0.09383 4.70625 -0.0023 -0.0090 0.0141
H -0.94404 -0.25033 5.58845 0.0395 0.0051 0.0112
H -1.46788 -1.26033 4.25482 -0.0279 -0.0416 0.0099
H -2.27125 0.79025 3.80883 0.0250 -0.0003 0.0283
H 0.10056 1.77621 4.95392 0.0142 -0.0094 -0.0170
H -1.43074 2.58415 4.76014 0.0064 0.0110 0.0171
H 0.52766 3.63339 3.48506 0.0004 0.0037 0.0195
H -0.91802 3.30674 2.53610 -0.0616 0.0482 -0.0299
H 0.77497 2.50261 1.28982 0.0198 -0.0528 -0.0115
H 1.97830 1.75493 3.71083 -0.0065 -0.0338 0.0091
H 2.73174 2.03940 2.16996 0.0209 0.0141 0.0276
H 2.96337 -0.32291 3.10539 0.0100 0.0140 0.0100
H 2.42025 -0.20867 1.43073 0.0019 -0.0084 -0.0115
H 1.06101 -1.71201 2.43028 -0.0015 -0.0167 0.0697
F 5.77437 1.35834 -1.13956 0.0232 -0.0502 0.0185
C 4.72321 0.87532 -1.82358 0.1427 0.0813 -0.1362
C 3.51160 0.81670 -1.21002 -0.1136 0.0061 0.1040
C 2.37551 0.39224 -1.91683 0.0314 -0.0364 -0.0626
C 1.07928 0.28492 -1.27882 0.0360 0.0298 0.1444
O 0.90096 0.63010 -0.06372 0.0251 0.0512 -0.0444
C 0.02643 -0.18067 -2.08764 0.0618 0.0217 -0.0569
C 0.22237 -0.43946 -3.41446 0.0290 0.0342 -0.1391
N 1.41210 -0.32649 -4.01554 0.1165 -0.0312 0.0291
C 1.53473 -0.67162 -5.42871 -0.0179 0.0596 0.1374
C 1.86813 0.41663 -6.40415 0.0239 0.0050 -0.0646
C 0.49005 -0.16951 -6.37400 -0.0432 -0.0027 -0.0127
C 2.52475 0.06145 -3.27329 -0.0823 -0.0788 -0.2031
C 3.79294 0.09447 -3.87327 -0.0846 -0.0622 0.0341
C 4.91125 0.49103 -3.17080 0.1150 0.0072 0.0289
N 6.16612 0.50129 -3.81609 -0.0672 -0.0556 -0.0691
C 6.31012 1.33097 -5.00432 -0.0138 0.0450 0.0257
C 7.35896 0.75955 -5.93779 0.2223 -0.0688 0.0559
N 8.65839 0.61514 -5.18275 -0.0890 0.0530 0.0799
C 8.47368 -0.24198 -3.95232 0.0267 0.0300 -0.2358
C 7.41098 0.38423 -3.07073 -0.0779 0.0911 0.0475
C -1.32299 -0.25254 -1.47357 0.0745 -0.2154 0.3715
O -2.30105 0.19570 -2.02010 -0.1207 -0.0682 -0.0697
O -1.29524 -0.77615 -0.25738 -0.4164 0.1587 -0.5023
H 3.42199 1.13279 -0.17983 -0.0026 -0.0043 -0.0099
H -0.59825 -0.74486 -4.05011 -0.0226 0.0019 0.0477
H 1.93698 -1.66270 -5.59315 0.0284 -0.0087 0.0345
H 2.52164 0.16513 -7.22818 -0.0121 0.0144 -0.0029
H 1.97940 1.41903 -6.01174 -0.0021 -0.0120 0.0066
H 0.18499 -0.83746 -7.16596 0.0030 0.0152 -0.0034
H -0.29749 0.45698 -5.97774 0.0025 -0.0047 -0.0176
H 3.90275 -0.23367 -4.89577 0.0128 0.0128 -0.0021
H 6.58110 2.36315 -4.73412 0.0092 0.0146 0.0014
H 5.37317 1.38349 -5.55355 -0.0328 -0.0050 0.0345
H 7.54289 1.40509 -6.79377 -0.0373 0.0238 -0.0046
H 7.09531 -0.23994 -6.27818 -0.0346 0.0033 -0.0175
H 8.98471 1.54323 -4.89850 0.0263 -0.0090 -0.0075
H 9.38655 0.22869 -5.78654 -0.0374 -0.0519 -0.0101
H 9.43609 -0.31572 -3.45132 -0.0103 0.0184 0.0496
H 8.16681 -1.22218 -4.31237 0.0191 -0.0308 0.0428
H 7.76491 1.35604 -2.70060 0.0108 0.0038 0.0231
H 7.28144 -0.26218 -2.20776 -0.0533 -0.0218 0.0416
C -3.72977 -5.95591 3.72415 0.0108 -0.0021 0.0167
C -2.71554 -5.17266 4.25804 -0.0089 0.0244 -0.0369
C -2.49112 -3.89991 3.75351 -0.0385 -0.1482 -0.0346
C -3.29025 -3.40657 2.72495 0.1988 -0.0193 0.0228
C -4.30078 -4.19064 2.18440 -0.0488 -0.1237 0.1206
C -4.51449 -5.46751 2.69011 -0.0179 0.0337 -0.0486
As -3.02350 -1.59221 2.12289 -0.3634 0.1492 -0.0329
C -4.30645 -1.36316 0.70506 0.1344 -0.1433 0.0198
C -4.25161 -1.89868 -0.57154 -0.0384 0.0284 -0.0045
C -5.28443 -1.63072 -1.45760 -0.0278 0.0417 0.0106
C -6.34502 -0.81856 -1.06810 0.0244 -0.0237 -0.0023
C -6.39340 -0.28257 0.20975 -0.0086 0.0054 -0.0195
C -5.37212 -0.56151 1.11067 -0.1082 0.1137 0.1151
C -5.32145 -0.10506 2.51962 -0.0994 0.0079 -0.1358
C -6.27949 0.68827 3.14331 -0.0120 0.0378 0.0336
C -6.17212 0.97086 4.49763 0.0259 -0.0087 -0.0093
C -5.12274 0.44816 5.24594 -0.0156 0.0077 -0.0314
C -4.15436 -0.33605 4.62875 -0.0541 0.0286 0.0509
C -4.24226 -0.58949 3.26562 0.0803 -0.0634 -0.0346
H -3.90683 -6.94893 4.11478 -0.0027 0.0041 -0.0045
H -2.09919 -5.55241 5.06227 -0.0119 -0.0013 -0.0056
H -1.68686 -3.30949 4.17454 0.0333 0.0385 -0.0031
H -4.93116 -3.81890 1.38814 0.0094 0.0279 -0.0122
H -5.30406 -6.07859 2.27296 0.0099 -0.0034 0.0114
H -3.42371 -2.52579 -0.87576 0.0150 -0.0014 0.0113
H -5.26559 -2.05340 -2.45319 -0.0037 0.0068 0.0046
H -7.14793 -0.61221 -1.76325 0.0096 -0.0040 -0.0042
H -7.23406 0.33429 0.50050 0.0063 -0.0104 -0.0073
H -7.12494 1.06767 2.58359 0.0047 -0.0016 0.0119
H -6.92724 1.57786 4.97926 0.0082 -0.0087 0.0049
H -5.07221 0.63302 6.31083 0.0010 -0.0015 -0.0041
H -3.36807 -0.77529 5.23291 -0.0491 -0.0019 -0.0055
C -3.53513 3.52171 1.89789 -0.1048 0.0641 0.0360
Te -3.00659 2.08062 0.43627 -0.2242 -0.4179 -0.0141
C -1.91551 3.39295 -0.82861 0.0616 0.0360 -0.0145
H -2.70351 4.16707 2.15952 0.0086 0.0378 0.0384
H -3.91123 2.99233 2.77300 0.0073 0.0181 0.0033
H -4.33831 4.11343 1.46645 -0.0044 0.0324 0.0789
H -2.50177 3.54107 -1.72912 0.0325 0.0606 -0.0192
H -0.95269 2.95478 -1.07704 0.0135 0.0131 -0.0272
H -1.78133 4.33009 -0.29409 0.0321 0.0352 -0.0623

11
Properties=species:S:1:pos:R:3:forces:R:3 method="wB97M-V/def2-TZVPD" gap_ha=0.330 e_above_lowest_kcal_mol=89.1 e_tot_ev=-11938.334 homo_ev=-9.78
C -0.41655 1.59413 0.51218 1.7752 2.3465 2.6381
C -0.58989 0.34633 0.09772 0.4975 -1.9353 -1.1863
C -1.20045 -1.67673 0.03409 -0.2506 -4.0342 0.5740
C 0.48194 -0.49840 -0.49281 -0.9213 -0.4337 0.9805
H 1.79608 1.23892 0.81071 -4.8572 3.3399 -0.9299
H -1.11566 2.39464 0.99928 0.8658 -1.9341 -1.3878
H -1.65467 -2.68598 0.31542 0.1543 1.7558 -0.6682
N -1.62296 -0.55379 0.34893 -2.5202 3.6986 1.2365
N 0.03807 -1.73520 -0.49195 4.3766 1.2345 -1.8756
O 0.86196 2.04884 0.71423 2.8768 -2.3958 0.2762
F 1.72473 0.01030 -0.86057 -1.9968 -1.6422 0.3427